(P)
Formula: C3H5N3O
Source: the Open Molecules 2025 dataset
Level of theory: the ωB97M-V functional and the def2-TZVPD basis

Each line ends with the natural charge from an NBO analysis.
Geometry (Å):
N  2.346  0.567  -0.078  -0.4880
C  0.945  0.236  -0.025  0.2776
C  0.233  -0.885  0.136  -0.2625
N  -1.186  -0.807  0.110  -0.6078
C  -1.817  0.330  -0.169  0.2453
O  -3.145  0.080  -0.065  -0.7140
N  1.163  1.516  -0.208  -0.3405
H  2.880  0.404  -0.925  0.3940
H  2.889  0.641  0.776  0.3936
H  0.690  -1.858  0.252  0.2189
H  -1.707  -1.646  0.357  0.3880
H  -3.579  0.915  -0.275  0.4954

* M: 99.09 g mol⁻¹
* gap between HOMO and LUMO: 7.81 eV
* charge: 0
* HOMO energy: -7.2 eV
* lowest unoccupied orbital energy: 0.600 eV

=====

(Q)
Formula: C3H5N3O
Source: the Open Molecules 2025 dataset
Level of theory: the ωB97M-V functional and the def2-TZVPD basis

Each line ends with the natural charge from an NBO analysis.
Geometry (Å):
N  1.902  -0.075  -0.075  -0.7510
C  0.567  -0.205  -0.027  0.4680
C  -0.392  0.841  0.388  0.0608
N  -1.392  0.756  -0.638  -0.6668
C  -1.595  -0.671  -0.159  0.1982
O  -1.510  -0.352  1.163  -0.5185
N  -0.200  -1.205  -0.444  -0.5870
H  2.478  -0.830  -0.423  0.4097
H  2.336  0.837  0.003  0.4129
H  0.005  1.805  0.749  0.1910
H  -2.221  1.240  -0.304  0.3689
H  -0.031  -2.177  -0.228  0.4139

* M: 99.09 g mol⁻¹
* gap between HOMO and LUMO (spin up / spin down): 7.20 / 7.22 eV
* charge: 0
* HOMO energy (spin up / spin down): -6.9 / -7.0 eV
* lowest unoccupied orbital energy (spin up / spin down): 0.260 / 0.261 eV

=====

Stability, highest: (P)

=====

(P)
Formula: C3H5N3O
Source: the Open Molecules 2025 dataset
Level of theory: the ωB97M-V functional and the def2-TZVPD basis

Each line ends with the natural charge from an NBO analysis.
Geometry (Å):
C  0.937  -1.303  0.573  -0.6698
C  0.684  -0.039  0.069  0.2875
N  1.057  1.009  0.721  -0.2571
N  0.327  2.128  0.220  -0.2945
C  -0.561  1.636  -0.686  0.1137
N  -0.575  0.259  -0.610  -0.1156
O  -1.436  -0.714  -1.068  -0.4857
H  0.273  -1.588  1.513  0.2284
H  1.066  -2.142  -0.072  0.2335
H  1.906  -1.135  0.789  0.2505
H  -1.508  2.329  -0.999  0.2261
H  -2.170  -0.440  -0.452  0.4831

* M: 99.09 g mol⁻¹
* gap between HOMO and LUMO: 10.04 eV
* charge: 0
* HOMO energy: -9.6 eV
* lowest unoccupied orbital energy: 0.416 eV

=====

(Q)
Formula: C3H5N3O
Source: the Open Molecules 2025 dataset
Level of theory: the ωB97M-V functional and the def2-TZVPD basis

Each line ends with the natural charge from an NBO analysis.
Geometry (Å):
N  1.870  1.350  -2.687  -0.2904
C  1.588  0.767  -1.747  0.2885
C  1.256  0.019  -0.560  -0.6139
C  -0.212  0.208  -0.153  0.6629
O  -1.005  0.929  -0.706  -0.5831
N  -0.541  -0.538  0.929  -0.4682
N  -1.833  -0.528  1.484  -0.6372
H  1.445  -1.042  -0.748  0.2653
H  1.899  0.356  0.258  0.2672
H  0.114  -1.142  1.403  0.3887
H  -2.507  -0.805  0.770  0.3604
H  -2.074  0.425  1.757  0.3600

* M: 99.09 g mol⁻¹
* gap between HOMO and LUMO: 11.14 eV
* charge: 0
* HOMO energy: -10.7 eV
* lowest unoccupied orbital energy: 0.449 eV

=====

Stability, highest: (Q)

=====

(P)
Formula: C3H5N3O
Source: the Open Molecules 2025 dataset
Level of theory: the ωB97M-V functional and the def2-TZVPD basis

Each line ends with the natural charge from an NBO analysis.
Geometry (Å):
N  -0.253  -1.197  1.925  -0.8271
C  -0.131  -0.447  0.752  0.4982
N  -1.065  0.287  0.198  -0.5150
C  -0.481  0.803  -0.930  0.3766
O  -1.169  1.682  -1.717  -0.6818
C  0.813  0.386  -1.063  -0.2011
N  1.020  -0.442  0.032  -0.5355
H  -1.213  -1.153  2.245  0.3924
H  0.348  -0.849  2.665  0.3754
H  -1.321  1.272  -2.576  0.4827
H  1.586  0.602  -1.787  0.2185
H  1.865  -0.944  0.257  0.4168

* M: 99.09 g mol⁻¹
* gap between HOMO and LUMO: 8.91 eV
* charge: 0
* HOMO energy: -8.1 eV
* lowest unoccupied orbital energy: 0.846 eV

=====

(Q)
Formula: C3H5N3O
Source: the Open Molecules 2025 dataset
Level of theory: the ωB97M-V functional and the def2-TZVPD basis

Each line ends with the natural charge from an NBO analysis.
Geometry (Å):
O  -2.166  1.063  -0.264  -0.7006
C  -1.657  -0.170  0.184  -0.0971
C  -0.169  -0.232  0.077  0.2846
N  0.670  -1.094  0.743  -0.4657
C  1.852  -0.666  0.393  0.1922
N  1.751  0.377  -0.500  -0.3916
N  0.427  0.637  -0.684  -0.3090
H  -1.726  1.289  -1.096  0.4806
H  -2.059  -1.017  -0.382  0.1785
H  -1.948  -0.276  1.232  0.2025
H  2.771  -1.158  0.706  0.2118
H  2.255  1.247  -0.411  0.4137

* M: 99.09 g mol⁻¹
* gap between HOMO and LUMO: 11.05 eV
* charge: 0
* HOMO energy: -10.1 eV
* lowest unoccupied orbital energy: 0.906 eV

=====

Stability, highest: (P)

=====

(P)
Formula: C3H5N3O
Source: the Open Molecules 2025 dataset
Level of theory: the ωB97M-V functional and the def2-TZVPD basis

Each line ends with the natural charge from an NBO analysis.
Geometry (Å):
H  -2.789  -0.171  -0.959  0.3632
N  -2.381  -0.560  0.014  -0.6273
C  -1.211  -0.356  0.340  0.2707
N  -0.106  0.359  -0.235  -0.5106
C  0.035  -0.170  -1.513  0.5042
O  1.115  -0.034  -2.188  -0.5682
C  1.167  0.543  0.540  0.2481
N  1.156  0.662  1.782  -0.6253
H  2.248  0.674  2.239  0.3692
H  -0.743  -0.401  1.417  0.1974
H  -0.646  -1.257  -1.662  0.1594
H  2.156  0.710  0.224  0.2190

* M: 99.09 g mol⁻¹
* gap between HOMO and LUMO: 10.33 eV
* charge: 0
* HOMO energy: -10.1 eV
* lowest unoccupied orbital energy: 0.214 eV

=====

(Q)
Formula: C3H5N3O
Source: the Open Molecules 2025 dataset
Level of theory: the ωB97M-V functional and the def2-TZVPD basis

Each line ends with the natural charge from an NBO analysis.
Geometry (Å):
O  -2.172  0.828  -0.690  -0.6965
C  -1.714  -0.052  0.319  -0.0942
C  -0.180  -0.101  0.258  0.2604
N  0.582  -1.208  0.369  -0.4810
C  1.803  -0.763  0.110  0.1724
N  1.752  0.536  -0.141  -0.3454
N  0.496  1.019  -0.012  -0.2871
H  -1.593  0.694  -1.450  0.4677
H  -2.058  -1.082  0.156  0.1789
H  -2.130  0.310  1.276  0.1991
H  2.709  -1.368  0.074  0.2113
H  2.504  1.187  -0.270  0.4144

* M: 99.09 g mol⁻¹
* gap between HOMO and LUMO: 10.70 eV
* charge: 0
* HOMO energy: -9.9 eV
* lowest unoccupied orbital energy: 0.804 eV

=====

Stability, highest: (Q)